1.
ORCA calculation (wB97M-V/def2-TZVPD) on a molecular structure, C30H29N3NdO3SSi in a non-equilibrium geometry.

The geometry in XYZ format:
```
68
Properties=species:S:1:pos:R:3:forces:R:3:lowdin_spin:R:1
Nd 11.31392 12.55005 6.07408 -0.7 1.0 0.2 3.03
S 14.21214 12.59974 5.05020 1.8 1.2 -1.0 0.00
Si 8.72504 13.35150 8.15603 -0.6 -1.2 -1.2 0.00
O 14.90090 13.23738 3.95634 -0.5 0.0 0.5 0.00
O 13.05530 11.75795 4.66776 -0.6 -0.6 0.0 0.00
O 9.97836 10.67337 5.12523 -0.4 0.2 -0.6 0.00
N 8.91043 12.76285 6.45347 1.4 1.0 1.5 -0.01
N 11.56169 15.13064 5.96637 -0.3 0.2 0.0 0.00
N 13.57478 13.53184 6.15124 0.0 -0.3 0.1 -0.01
C 10.50476 15.90817 5.90929 -0.1 1.5 0.6 0.00
C 17.28364 10.05107 5.56317 -0.8 -0.1 -0.2 0.00
C 11.55846 8.89655 5.43523 0.5 0.6 1.7 0.00
C 7.70475 12.08356 9.13536 0.0 -0.4 -1.2 0.00
C 7.72570 9.84853 4.54624 0.2 -1.6 -1.8 0.00
C 6.38826 10.13642 4.30454 -0.9 0.5 1.7 0.00
C 6.69437 12.22936 5.49860 -0.5 -1.3 0.0 0.00
C 15.31797 16.82791 6.42462 1.0 -0.6 0.5 0.00
C 15.17654 15.42339 6.31217 -0.7 0.3 0.3 0.00
C 11.98341 8.12875 7.71875 -0.6 0.6 -1.2 0.00
C 5.84469 11.31324 4.85526 1.5 -0.6 -0.4 0.00
C 8.53424 10.72858 5.19663 0.1 1.9 0.7 0.00
C 12.95834 17.11189 6.49270 -0.8 -0.8 -0.7 0.00
C 16.68289 9.32040 6.60653 2.6 -0.7 -0.7 0.00
C 11.79902 17.88948 6.49132 -0.8 0.8 0.0 0.00
C 14.78175 10.70071 6.74684 1.4 0.4 0.3 0.00
C 8.02999 11.95313 5.77782 0.5 -1.2 -1.0 0.00
C 14.25981 17.61989 6.59597 -1.3 1.7 0.5 0.00
C 11.06893 9.07213 8.19274 0.3 -0.8 0.3 0.00
C 12.24389 8.08708 6.33251 0.0 -0.1 -0.3 0.00
C 13.90096 14.90378 6.26030 0.6 -0.9 -0.5 0.00
C 15.36454 11.49102 5.77960 -1.2 -0.4 0.1 0.00
C 10.50047 13.26286 8.86146 -0.6 0.9 1.5 0.00
C 10.58496 17.30139 6.21674 1.0 -0.9 -0.2 0.00
C 12.76322 15.73635 6.23063 0.6 0.0 0.3 0.00
C 10.44596 9.98157 7.32668 1.2 -1.9 0.2 0.00
C 16.58924 11.21092 5.19781 -0.2 -0.1 -0.3 0.00
C 10.70285 9.86127 5.97573 -0.8 -1.1 -0.6 0.00
C 15.53147 9.66484 7.22415 -1.1 0.3 -0.2 0.00
C 8.02746 15.09990 8.33856 1.0 -0.2 -0.3 0.00
H 11.86584 18.98313 6.66475 -0.1 -0.8 0.0 0.00
H 4.79113 11.48002 4.76309 -0.3 0.4 -0.1 0.00
H 9.71604 17.89099 6.22693 -1.1 0.5 -0.1 0.00
H 6.65355 12.36507 9.05836 -0.1 0.0 0.2 0.00
H 17.20792 8.45704 6.98971 0.1 -0.2 -0.1 0.00
H 7.75304 11.05678 8.68660 0.1 0.8 0.4 0.00
H 9.53746 15.47554 5.67182 0.1 -0.2 0.0 0.00
H 18.14128 9.63604 4.97139 -0.8 0.8 1.0 0.00
H 12.94031 7.40440 5.82791 -0.2 0.0 0.8 0.00
H 8.85570 15.80927 8.22873 -0.1 0.0 -0.1 0.00
H 16.24975 17.34282 6.54270 0.8 -0.4 -0.2 0.00
H 10.42765 13.37377 9.99130 -0.1 -0.4 -1.2 0.00
H 13.88746 10.95700 7.24945 -1.0 0.2 0.2 0.00
H 11.03919 12.32195 8.72664 0.2 -0.1 0.0 0.00
H 10.73120 8.95901 9.22602 0.2 0.4 -0.2 0.00
H 14.35799 18.68247 6.86986 0.1 -0.6 -0.4 0.00
H 11.80613 8.79817 4.40778 -0.3 0.2 -0.8 0.00
H 16.83134 11.93035 4.44009 0.7 -0.2 -0.5 0.00
H 15.10914 9.09188 7.99518 -0.1 -0.9 1.0 0.00
H 6.29679 13.14328 5.83806 -0.5 1.0 0.5 0.00
H 8.00876 12.02492 10.17030 0.0 0.0 0.4 0.00
H 11.07443 14.16185 8.65624 0.6 0.0 -0.5 0.00
H 5.73591 9.35573 3.91202 0.2 0.4 -0.2 0.00
H 7.29278 15.34319 7.58820 -0.2 -0.1 -0.5 0.00
H 9.60628 10.51166 7.65268 -1.0 1.1 0.4 0.00
H 7.56579 15.33696 9.27352 -0.2 -0.2 0.8 0.00
H 8.06538 8.91468 4.04045 0.3 0.9 0.7 0.00
H 16.03711 14.77986 6.38943 0.1 -0.1 -0.3 0.00
H 12.37049 7.36033 8.35316 0.3 -0.1 0.4 0.00
```
Forces are in eV/Å.

- F_max: 0.0543 hartree/bohr
- Net charge: +1
- Relative energy (zero: lowest compared OMol25 entry of this formula, charge and spin): 0.148 eV
- Gap between HOMO and LUMO (spin up / spin down): 7.245 / 7.342 eV
- Expectation value of S²: 3.7540
- Spin multiplicity: 4
- HOMO energy (spin up / spin down): -10.31 / -10.32 eV
- E_LUMO (spin up / spin down): -0.1127 / -0.1094 Ha

---

2.
ORCA calculation (wB97M-V/def2-TZVPD) on a molecular structure, C30H29N4PtSi.

The geometry in XYZ format:
```
65
Properties=species:S:1:pos:R:3:forces:R:3:nbo_charge:R:1
Pt 0.06793 -0.70092 0.46231 0.0 0.0 -0.4 0.45
Si 0.53379 -2.64983 -0.69696 0.1 0.1 0.1 1.04
N 1.73009 -0.85784 1.61516 0.0 0.1 0.2 -0.45
N -0.02865 1.37123 1.33619 0.0 0.0 0.1 -0.47
N -1.40302 -0.60668 3.10080 0.0 -0.1 0.0 -0.44
N -1.51088 0.01793 -0.62841 0.0 0.1 0.2 -0.45
C -0.54859 -0.18568 5.71025 0.0 0.0 0.0 -0.15
C 4.04427 -1.16636 -2.41698 0.0 0.0 0.0 -0.22
C 3.02600 -3.62736 -1.65350 0.0 0.0 0.0 -0.14
C -0.96411 0.58876 3.49333 0.0 0.0 0.0 0.17
C -2.59142 2.07679 -1.17021 0.0 0.0 0.0 -0.24
C -3.60317 1.38696 -1.82760 0.0 0.0 0.0 -0.12
C 2.09857 0.32028 2.17003 -0.1 0.0 -0.1 0.23
C 3.54352 -1.93410 2.72792 0.1 0.1 0.1 -0.24
C -0.98357 1.65450 2.42959 0.1 0.0 0.0 -0.25
C 4.80067 -2.31433 -2.60295 0.0 0.0 0.0 -0.20
C 2.44225 -1.95666 1.89658 0.0 0.0 0.1 0.09
C -1.63898 -2.96923 -4.21999 0.0 0.0 0.0 -0.21
C -0.41219 2.07737 0.09954 0.0 0.0 0.0 -0.26
C -2.67620 -3.82406 -3.87168 0.0 0.0 0.0 -0.21
C -0.69593 -3.18372 -1.99835 0.0 0.0 0.0 -0.42
C -0.53080 0.84864 4.78298 0.0 0.0 0.0 -0.25
C 1.37139 1.58654 1.74388 0.0 -0.2 0.0 -0.26
C -3.55553 0.00702 -1.85375 0.0 0.1 0.0 -0.24
C 3.91752 -0.73356 3.31187 -0.1 -0.1 -0.1 -0.12
C 4.29014 -3.54740 -2.21975 0.0 0.0 0.0 -0.21
C 2.24765 -2.48253 -1.45241 0.0 -0.1 0.0 -0.52
C -0.99592 -1.43040 5.30752 0.0 0.0 0.0 -0.24
C 3.17815 0.40378 3.02864 0.0 0.0 0.0 -0.24
C -1.73437 -4.06127 -1.67290 0.0 0.0 0.0 -0.24
C -0.65675 -2.65548 -3.28992 0.0 0.0 0.0 -0.23
C 2.78238 -1.25386 -1.84407 0.0 0.0 0.0 -0.20
C -1.41218 -1.59117 3.99095 0.0 0.0 0.0 0.06
C -2.49941 -0.64249 -1.23537 -0.1 0.0 0.0 0.09
C -2.71951 -4.37817 -2.59814 0.0 0.0 0.0 -0.20
C -1.56134 1.37250 -0.58484 0.0 0.0 0.0 0.21
H 4.76852 -0.68234 3.97735 0.0 0.0 0.0 0.24
H -3.43932 -4.07404 -4.59748 0.0 0.0 0.0 0.22
H 1.92067 1.99975 0.89530 0.0 0.0 0.0 0.24
H 2.20011 -0.34994 -1.69411 0.0 0.0 0.0 0.20
H 2.63840 -4.59874 -1.36427 0.0 0.0 0.0 0.21
H 4.87678 -4.44530 -2.36578 0.0 0.0 0.0 0.22
H -1.03015 -2.26470 5.99406 0.0 0.0 0.0 0.23
H 2.10559 -2.87837 1.44636 0.0 0.0 0.0 0.24
H 5.78524 -2.24945 -3.04774 0.0 0.0 0.0 0.22
H -1.59142 -2.55633 -5.21966 0.0 0.0 0.0 0.22
H -0.19310 1.83975 5.05894 0.0 0.0 0.0 0.22
H -4.41573 1.92377 -2.29814 0.0 0.0 0.0 0.24
H -1.98270 1.69925 1.99428 0.0 -0.1 0.0 0.23
H 3.43875 1.35905 3.46406 0.0 0.0 0.0 0.23
H -1.77607 -4.50080 -0.68149 0.0 0.0 0.0 0.22
H -4.32143 -0.57989 -2.33935 0.0 0.0 0.0 0.25
H -2.43818 -1.71817 -1.22739 0.0 0.0 0.0 0.24
H 4.08698 -2.84894 2.91316 0.0 0.0 0.0 0.24
H -2.60042 3.15639 -1.10974 0.0 0.0 0.0 0.24
H -3.51488 -5.06264 -2.33175 0.0 0.0 0.0 0.22
H -1.76912 -2.55254 3.63863 0.0 0.0 0.0 0.21
H 0.44432 2.06045 -0.57655 0.0 0.0 0.0 0.24
H 0.15683 -1.99779 -3.57736 0.0 0.0 0.0 0.22
H -0.75952 2.63355 2.86854 0.0 0.0 0.0 0.20
H 0.61889 -3.80202 0.25479 0.0 0.0 0.0 -0.20
H -0.22147 -0.01768 6.72777 0.0 0.0 0.0 0.23
H -0.67564 3.12377 0.28783 0.0 0.0 0.0 0.21
H 4.43780 -0.20411 -2.71997 0.0 0.0 0.0 0.21
H 1.43702 2.32117 2.55154 0.0 0.0 0.0 0.22
```
Forces are in eV/Å.

- F_max: 0.0074 hartree/bohr
- Net charge: +1
- Relative energy (zero: lowest compared OMol25 entry of this formula, charge and spin): 0.000 eV
- Gap between HOMO and LUMO: 8.161 eV
- HOMO energy: -10.96 eV
- E_LUMO: -0.1027 Ha

---

relative energy (zero: lowest compared OMol25 entry of this formula, charge and spin) of number 2 (C30H29N4PtSi)?
0.000 eV

---

net charge of number 2 (C30H29N4PtSi)?
+1